Record 1
A single C3H8O molecule in a non-equilibrium geometry. Source: the Open Molecules 2025 dataset; level of theory: the ωB97M-V functional and the def2-TZVPD basis.

Structure (SMILES): CCCO
LUMO level in eV: 1.0
Frontier orbital gap in eV: 11.33
E_HOMO in eV: -10.34
Total energy in Ha: -194.302664

Element x y z (Å)
O: -0.84161 0.07353 1.27195
C: 1.56016 0.40747 -0.32200
C: 0.16819 0.06702 -0.91362
C: -0.91238 -0.61518 0.00220
H: 2.22439 0.91809 -1.01116
H: -0.73624 -1.65788 0.18888
H: 2.03532 -0.58568 0.05342
H: -1.06324 1.04718 1.05594
H: -1.95863 -0.68149 -0.44171
H: 0.38151 -0.63642 -1.78442
H: 1.28793 0.90950 0.62595
H: -0.33402 0.94261 -1.46203

Okay, here come the Mulliken numbers, in e, for every atom: number 1, O, carries -0.54; number 2, C, carries -0.90; number 3, C, carries -0.41; number 4, C, carries -0.42; number 5, H, carries 0.34; number 6, H, carries 0.30; number 7, H, carries 0.23; number 8, H, carries 0.33; number 9, H, carries 0.24; number 10, H, carries 0.28; number 11, H, carries 0.26; number 12, H, carries 0.29



Record 2
2 unconnected molecules or ions with the total composition C2H5O2S in a non-equilibrium geometry. Source: the Open Molecules 2025 dataset; level of theory: the ωB97M-V functional and the def2-TZVPD basis.

LUMO level in eV: 4.0
Total charge: -1
Frontier orbital gap in eV: 7.03
E_HOMO in eV: -3.02
Total energy in Ha: -627.902400

Element x y z (Å)
S: -0.52539 -0.15311 2.05652
O: 1.76364 -1.27141 -2.39664
O: 0.49919 -1.85941 -0.48184
C: 0.97085 -1.03776 -1.48154
C: -0.88332 1.21326 0.88650
H: -0.68946 1.02936 -0.17966
H: 0.00936 -1.41421 0.35478
H: 0.92356 -0.01155 -1.09268
H: -1.90149 1.54544 1.05555
H: -0.16694 1.95938 1.27902

Okay, here come the Mulliken numbers, in e, for every atom: number 1, S, carries -0.68; number 2, O, carries -0.53; number 3, O, carries -0.38; number 4, C, carries 0.39; number 5, C, carries -0.66; number 6, H, carries 0.18; number 7, H, carries 0.21; number 8, H, carries 0.12; number 9, H, carries 0.22; number 10, H, carries 0.14



Record 3
5 unconnected molecules or ions with the total composition C21H53FNO7P2 in a non-equilibrium geometry. Source: the Open Molecules 2025 dataset; level of theory: the ωB97M-V functional and the def2-TZVPD basis.

LUMO level in eV: 2.4
Total charge: -1
Frontier orbital gap in eV: 6.93
E_HOMO in eV: -4.51
Total energy in Ha: -2195.871429

Element x y z (Å)
P: 2.38516 -3.22773 -1.93163
P: -1.47375 -2.20915 -0.33045
F: 1.42512 -0.98208 0.30324
O: -0.23997 -2.34376 1.00996
O: -1.87660 1.60952 2.80090
O: 2.93646 -1.64664 -1.97279
O: 5.60616 -4.55592 2.29004
O: -2.53156 7.14802 -2.11643
O: -0.22503 -2.69475 -1.46540
O: -4.15981 0.52151 -2.95958
N: -1.18263 -5.85650 -1.53359
C: -2.76141 8.47366 -1.68336
C: -1.55256 9.14321 -1.05044
C: 5.23985 -5.41540 3.35244
C: -2.05932 -4.03988 -0.07937
C: -1.98355 -4.89734 -1.28619
C: 0.19631 0.57791 3.65669
C: -3.04054 -1.15375 -4.39428
C: 3.55380 -3.96324 -0.68937
C: 1.01149 -2.30597 0.50608
C: -2.13915 6.22466 -1.11146
C: -4.32871 -0.50092 -3.92549
C: 7.85596 -3.99179 3.11955
C: -3.30304 1.58504 -3.31711
C: -1.36268 2.90633 2.60576
C: -0.78025 3.13600 1.21882
C: -0.93657 0.54791 2.64626
C: -3.14923 6.05597 0.00894
C: 0.93432 -3.09049 -0.80747
C: -3.74843 2.35771 -4.54916
C: 4.56313 -4.71160 4.51637
C: 6.50777 -3.51396 2.60524
H: 3.76832 -1.63504 -2.47029
H: 0.83437 -4.14146 -0.45546
H: -2.43347 -1.79029 0.66558
H: 4.01517 -3.19410 -0.06787
H: -0.56182 -5.98918 -0.73029
H: -2.00990 5.27921 -1.63758
H: 3.00996 -4.66881 -0.05656
H: -3.61760 8.51650 -0.99943
H: -2.48366 -2.02044 -1.34911
H: -3.29837 6.97788 0.57378
H: -3.27162 -1.96313 -5.08923
H: 6.64106 -2.97294 1.66805
H: 8.51311 -3.13598 3.28099
H: -0.54532 0.51720 1.62676
H: -1.50865 -0.36925 2.77127
H: -0.19337 0.54829 4.67691
H: -2.48046 -1.56401 -3.55421
H: -4.75830 2.74896 -4.41301
H: -4.11503 5.74115 -0.38823
H: -2.21486 3.57237 2.76257
H: -2.27436 1.22878 -3.44124
H: -3.74337 1.73510 -5.44532
H: -2.71032 -4.67610 -2.07592
H: -3.30430 2.24491 -2.44828
H: 3.67912 -4.17247 4.17423
H: 5.22679 -3.99977 5.00949
H: -2.79632 5.29544 0.70614
H: -0.70783 9.13894 -1.74066
H: -1.15903 6.49577 -0.70222
H: -3.04956 9.01367 -2.58623
H: 4.32734 -4.52000 -1.22467
H: 4.25422 -5.44633 5.26130
H: -0.61786 3.15855 3.37283
H: 1.72988 -2.75114 1.20474
H: -3.07167 3.19591 -4.72376
H: 6.05737 -2.81134 3.31601
H: -1.79264 10.17801 -0.80112
H: -3.10750 -3.89627 0.19855
H: 0.82154 1.46798 3.55830
H: 7.76842 -4.52453 4.06763
H: -2.39367 -0.44602 -4.91662
H: 4.54787 -6.12718 2.90191
H: -1.08908 -0.83366 -0.50718
H: 0.83314 -0.29295 3.49793
H: -1.24246 8.64513 -0.13129
H: -4.95940 -1.23945 -3.42974
H: 0.08377 2.50054 1.02577
H: -1.53190 -4.52937 0.74643
H: -4.89449 -0.12229 -4.78862
H: -1.52715 2.92040 0.45276
H: 8.32611 -4.65989 2.39650
H: -0.45920 4.17586 1.11676
H: 6.10618 -5.98977 3.70424

Okay, here come the Mulliken numbers, in e, for every atom: number 1, P, carries -0.23; number 2, P, carries 0.63; number 3, F, carries -0.37; number 4, O, carries -0.51; number 5, O, carries -0.48; number 6, O, carries -0.47; number 7, O, carries -0.38; number 8, O, carries -0.43; number 9, O, carries -0.26; number 10, O, carries -0.48; number 11, N, carries -0.80; number 12, C, carries -0.34; number 13, C, carries -1.01; number 14, C, carries -0.35; number 15, C, carries -1.14; number 16, C, carries 0.05; number 17, C, carries -1.21; number 18, C, carries -0.79; number 19, C, carries -1.03; number 20, C, carries 0.14; number 21, C, carries -0.36; number 22, C, carries -0.42; number 23, C, carries -1.09; number 24, C, carries -0.08; number 25, C, carries -0.34; number 26, C, carries -0.90; number 27, C, carries 0.13; number 28, C, carries -0.74; number 29, C, carries 0.58; number 30, C, carries -1.16; number 31, C, carries -0.99; number 32, C, carries -0.33; number 33, H, carries 0.29; number 34, H, carries -0.19; number 35, H, carries 0.02; number 36, H, carries 0.24; number 37, H, carries 0.28; number 38, H, carries 0.31; number 39, H, carries 0.26; number 40, H, carries 0.29; number 41, H, carries -0.28; number 42, H, carries 0.32; number 43, H, carries 0.41; number 44, H, carries 0.33; number 45, H, carries 0.39; number 46, H, carries 0.07; number 47, H, carries 0.25; number 48, H, carries 0.31; number 49, H, carries 0.08; number 50, H, carries 0.30; number 51, H, carries 0.30; number 52, H, carries 0.33; number 53, H, carries 0.26; number 54, H, carries 0.30; number 55, H, carries 0.38; number 56, H, carries 0.20; number 57, H, carries 0.22; number 58, H, carries 0.27; number 59, H, carries 0.09; number 60, H, carries 0.28; number 61, H, carries 0.29; number 62, H, carries 0.34; number 63, H, carries 0.50; number 64, H, carries 0.39; number 65, H, carries 0.26; number 66, H, carries 0.25; number 67, H, carries 0.41; number 68, H, carries 0.33; number 69, H, carries 0.38; number 70, H, carries 0.49; number 71, H, carries 0.29; number 72, H, carries 0.27; number 73, H, carries 0.30; number 74, H, carries 0.35; number 75, H, carries -0.18; number 76, H, carries 0.39; number 77, H, carries 0.26; number 78, H, carries 0.35; number 79, H, carries 0.44; number 80, H, carries 0.34; number 81, H, carries 0.35; number 82, H, carries 0.15; number 83, H, carries 0.30; number 84, H, carries 0.29; number 85, H, carries 0.29



Record 4
A molecular structure, C8H7IrN4O4SSe3Te in a non-equilibrium geometry. Source: the Open Molecules 2025 dataset; level of theory: the ωB97M-V functional and the def2-TZVPD basis.

Expectation value of S²: 0.770
LUMO level (alpha / beta) in eV: 2.0 / 1.0
Total charge: -1
Frontier orbital gap (alpha / beta) in eV: 6.25 / 5.22
E_HOMO (alpha / beta) in eV: -4.25 / -4.23
Spin multiplicity: 2
Total energy in Ha: -8803.851043

Element x y z (Å)
Ir: -0.32538 -0.58012 0.22084
Te: -3.62771 -1.79082 2.47611
Se: -2.84753 -2.51835 0.31968
Se: 0.00104 -0.17277 2.70244
Se: -1.52530 -1.44242 3.87129
S: -2.41113 0.61562 0.22337
O: 0.16787 -1.87419 -1.59310
O: 0.22416 -2.82572 0.33924
O: 0.78218 -3.93675 -1.42790
O: 1.81480 -0.70892 0.66206
N: -0.61404 2.34995 -0.74545
N: 0.40857 -2.91797 -0.90603
N: 0.31557 1.37745 -0.42280
N: -2.79276 2.98728 -0.85438
C: -1.83370 2.06590 -0.50525
C: 2.75486 1.08793 -0.53655
C: 4.11327 -0.76258 0.21922
C: 5.23488 -0.14996 -0.27656
C: 3.92454 1.70462 -1.01728
C: 1.51079 1.75632 -0.72427
C: 5.15456 1.10974 -0.89787
C: 2.83212 -0.15298 0.12097
H: 3.83123 2.67437 -1.49682
H: -2.46864 3.92357 -1.02595
H: 6.19685 -0.64312 -0.19511
H: -3.70280 2.87252 -0.44676
H: 6.04783 1.59417 -1.26908
H: 4.15053 -1.73027 0.70351
H: 1.55743 2.73431 -1.19377

Okay, here come the Mulliken numbers, in e, for every atom: number 1, Ir, carries 1.41; number 2, Te, carries 0.12; number 3, Se, carries -0.24; number 4, Se, carries -0.22; number 5, Se, carries -0.20; number 6, S, carries -0.38; number 7, O, carries -0.69; number 8, O, carries -0.57; number 9, O, carries -0.66; number 10, O, carries -0.81; number 11, N, carries -1.11; number 12, N, carries 1.19; number 13, N, carries 0.40; number 14, N, carries -0.45; number 15, C, carries 0.45; number 16, C, carries 0.53; number 17, C, carries -0.63; number 18, C, carries -0.40; number 19, C, carries -0.76; number 20, C, carries -0.13; number 21, C, carries -0.64; number 22, C, carries 0.51; number 23, H, carries 0.31; number 24, H, carries 0.24; number 25, H, carries 0.35; number 26, H, carries 0.20; number 27, H, carries 0.38; number 28, H, carries 0.43; number 29, H, carries 0.37



Q: The lowest total energy belongs to which entry?
A: C8H7IrN4O4SSe3Te